No. 1
Here is one molecule with the formula C2H2N2O2S in a non-equilibrium geometry from the Open Molecules 2025 dataset. Energies are from ωB97M-V with the def2-TZVPD basis set.

Atoms and positions in Å:
S 2.809 1.068 0.156
N -2.440 -0.357 -0.170
C 0.291 -0.113 0.267
C 1.694 -0.284 0.320
H 2.036 -1.251 0.550
O -2.835 -1.369 0.360
N -0.919 -0.071 0.150
O -2.978 0.564 -0.742
H 2.341 1.813 -0.891

Atomic forces in eV per Å
S 0.3 0.4 0.0
N 1.0 0.8 0.5
C 1.3 -1.2 -0.8
C -4.7 2.1 -0.8
H 0.4 -0.9 0.3
O 0.7 1.8 -1.3
N 0.1 -0.2 0.9
O 0.9 -2.0 1.0
H -0.1 -0.8 0.3

* HOMO-LUMO gap (spin up / spin down): 6.892 / 6.890 eV
* E_tot: -20009.6147 eV
* molecular weight: 118.12 g/mol
* HOMO (spin up / spin down): -0.2979 / -0.2978 hartree
* spin multiplicity: 1
* energy relative to the best compared isomer or geometry (same formula, charge and spin): 155.3 kcal/mol
* structure (SMILES): O=[N+]([O-])N=C=CS

Results of the natural (NBO) charge analysis, in e, for atoms 1 through 8: 0.03, 0.68, 0.49, -0.63, 0.26, -0.26, -0.42, -0.27

---

No. 2
Here is one molecule with the formula C2H2N2O2S in a non-equilibrium geometry from the Open Molecules 2025 dataset. Energies are from ωB97M-V with the def2-TZVPD basis set.

Atoms and positions in Å:
N -2.022 0.205 -0.178
O 0.646 -0.771 1.382
C 1.128 -0.110 0.515
C 2.241 -0.555 -0.204
H -2.478 0.080 -1.147
S -1.018 1.442 0.099
O 0.693 1.033 -0.060
N 3.088 -0.833 -0.925
H -2.279 -0.491 0.517

Atomic forces in eV per Å
N -0.8 -0.3 -2.3
O -0.7 0.2 0.5
C -1.9 0.8 0.4
C 2.5 -0.4 -1.7
H 1.4 0.1 2.2
S -0.3 0.3 0.8
O -0.7 -0.9 0.0
N 0.1 -0.2 0.2
H 0.3 0.4 -0.1

* HOMO-LUMO gap: 9.578 eV
* E_tot: -20015.1242 eV
* molecular weight: 118.12 g/mol
* HOMO: -0.3574 hartree
* spin multiplicity: 1
* energy relative to the best compared isomer or geometry (same formula, charge and spin): 28.3 kcal/mol
* structure (SMILES): N#CC(=O)OSN

Results of the natural (NBO) charge analysis, in e, for atoms 1 through 8: -1.00, -0.50, 0.69, 0.16, 0.40, 0.71, -0.64, -0.22

---

No. 3
Here is one molecule with the formula C2H2N2O2S in a non-equilibrium geometry from the Open Molecules 2025 dataset. Energies are from ωB97M-V with the def2-TZVPD basis set.

Atoms and positions in Å:
O 1.052 0.358 0.775
H -1.879 0.102 0.335
H -0.319 -0.657 -1.940
N -0.977 0.506 -0.282
C 0.953 -0.828 -0.082
O -0.479 2.054 1.429
N -0.273 -0.596 -0.813
S 2.033 -2.040 -0.153
C -0.112 1.101 0.732

Atomic forces in eV per Å
O -0.6 -0.9 -0.4
H 2.9 1.5 -2.2
H 0.5 0.0 3.8
N -1.7 -1.0 2.7
C -1.4 1.8 -0.9
O 2.0 -3.2 -2.0
N 1.3 -0.8 -1.8
S -0.9 1.2 0.1
C -2.1 1.3 0.6

* HOMO-LUMO gap: 9.326 eV
* E_tot: -20014.9779 eV
* molecular weight: 118.12 g/mol
* HOMO: -0.3589 hartree
* spin multiplicity: 1
* energy relative to the best compared isomer or geometry (same formula, charge and spin): 31.6 kcal/mol
* structure (SMILES): O=c1[nH][nH]c(=S)o1

Results of the natural (NBO) charge analysis, in e, for atoms 1 through 8: -0.49, 0.40, 0.44, -0.48, 0.29, -0.54, -0.50, 0.03

---

No. 4
Here is a 2-piece molecular cluster, C2H2N2O2S overall in a non-equilibrium geometry from the Open Molecules 2025 dataset. Energies are from ωB97M-V with the def2-TZVPD basis set.

Atoms and positions in Å:
N 1.193 1.788 -0.404
H -2.310 -0.556 1.074
O 1.691 2.327 -1.295
H -1.629 0.415 -0.441
N 0.794 1.404 0.570
C -0.316 -0.692 0.328
C -1.570 -0.333 0.327
O 1.000 -2.862 -0.326
S 1.148 -1.489 0.167

Atomic forces in eV per Å
N -0.3 0.1 2.9
H -0.1 0.1 0.1
O 0.7 0.6 -2.4
H -1.4 0.3 -0.5
N 0.3 0.4 -0.4
C 1.5 -3.0 0.0
C 1.6 0.2 -0.2
O 0.0 -0.1 -0.4
S -2.2 1.4 0.7

* HOMO-LUMO gap: 8.719 eV
* E_tot: -20011.2398 eV
* molecular weight: 118.12 g/mol
* HOMO: -0.3352 hartree
* spin multiplicity: 1
* energy relative to the best compared isomer or geometry (same formula, charge and spin): 117.8 kcal/mol

Results of the natural (NBO) charge analysis, in e, for atoms 1 through 8: 0.44, 0.25, -0.32, 0.24, -0.10, -0.25, -0.44, -0.91

---

No. 5
Here is one molecule with the formula C2H2N2O2S in a non-equilibrium geometry from the Open Molecules 2025 dataset. Energies are from ωB97M-V with the def2-TZVPD basis set.

Atoms and positions in Å:
H 0.697 0.684 -1.436
H 0.517 0.170 1.679
O -1.746 0.828 -1.017
C 0.407 0.230 -0.393
C 0.462 -1.190 -0.400
O -1.419 0.298 1.022
N -1.044 0.504 -0.100
N 0.591 -2.317 -0.350
S 1.537 0.792 0.996

Atomic forces in eV per Å
H -0.8 -0.8 2.1
H 1.0 0.5 0.6
O 0.0 0.3 -0.7
C 1.7 1.8 -1.6
C 0.5 -0.2 -0.4
O -0.1 -0.1 0.8
N -0.5 0.6 -0.1
N 0.0 -1.5 0.0
S -1.9 -0.6 -0.7

* HOMO-LUMO gap: 9.840 eV
* E_tot: -20012.4918 eV
* molecular weight: 118.12 g/mol
* HOMO: -0.3893 hartree
* spin multiplicity: 1
* energy relative to the best compared isomer or geometry (same formula, charge and spin): 89.0 kcal/mol
* structure (SMILES): N#C[C@H](S)[N+](=O)[O-]

Results of the natural (NBO) charge analysis, in e, for atoms 1 through 8: 0.30, 0.18, -0.33, -0.34, 0.21, -0.35, 0.53, -0.23

---

No. 6
Here is a 2-piece molecular cluster, C2H2N2O3 overall in a non-equilibrium geometry from the Open Molecules 2025 dataset. Energies are from ωB97M-V with the def2-TZVPD basis set.

Atoms and positions in Å:
H 0.652 -0.340 -1.540
N 1.029 2.181 0.448
C 0.877 1.125 0.018
O 0.978 -1.262 0.250
N -1.434 -0.128 -0.042
O -1.616 -0.737 0.960
H 0.981 -1.086 1.200
O -2.135 0.421 -0.823
C 0.668 -0.173 -0.471

Atomic forces in eV per Å
H 0.1 0.0 0.1
N 0.0 0.1 0.0
C 0.5 0.9 0.4
O 0.4 0.5 -0.4
N 3.7 0.0 -1.2
O -0.8 -0.2 0.5
H -0.1 0.1 0.0
O -1.0 0.2 0.1
C -2.9 -1.5 0.7

* HOMO-LUMO gap (spin up / spin down): 8.460 / 8.467 eV
* E_tot: -11224.0235 eV
* molecular weight: 102.05 g/mol
* HOMO (spin up / spin down): -0.3482 / -0.3484 hartree
* spin multiplicity: 1
* energy relative to the best compared isomer or geometry (same formula, charge and spin): 110.3 kcal/mol

Results of the natural (NBO) charge analysis, in e, for atoms 1 through 8: 0.24, -0.23, 0.15, -0.61, 0.50, -0.35, 0.51, -0.33